57
Properties=species:S:1:pos:R:3:lowdin_charge:R:1 method="wB97M-V/def2-TZVPD" multiplicity=1 orbital_gap_ev="5.51 / 5.51" largest_force_ev_per_a=1.021 lumo_ev="-12.89 / -12.89" relative_energy_kj_mol=30.6 charge=+3 energy_ev=-111298.025
Mo -0.97663 0.25548 0.27268 1.550
N 1.28458 1.47216 -3.33496 0.162
C 0.56540 0.86155 -2.40516 -0.755
S -0.61195 1.80368 -1.49586 0.855
N 0.74335 -0.41314 -2.15129 0.007
N -0.20126 -0.88824 -1.27148 -0.221
C -0.56714 -2.14175 -1.51617 0.005
C -1.71957 -2.79612 -1.03064 -0.146
C -2.01026 -4.11317 -1.44869 0.038
C -3.23638 -4.66765 -1.15665 0.011
C -4.20980 -3.92266 -0.47904 0.038
C -3.97098 -2.61849 -0.05610 0.049
C -2.72351 -2.09645 -0.31831 -0.266
O -2.40695 -0.82978 0.06012 -0.252
H 1.15949 2.44911 -3.55175 0.129
H 1.86654 0.92294 -3.95375 0.146
H 0.03890 -2.64620 -2.26625 0.166
H -1.27141 -4.67269 -2.00898 0.144
H -3.46240 -5.67726 -1.47162 0.140
H -5.17812 -4.36635 -0.28390 0.144
H -4.72779 -2.03364 0.44871 0.147
O 2.72706 4.56405 2.37507 0.193
C 3.37436 3.59188 1.74555 -0.460
O 4.54623 3.60776 1.53867 0.195
C 2.59604 2.39565 1.23947 0.016
C 3.24668 1.36739 0.56529 0.087
N 2.32939 0.45270 0.22260 0.087
N 1.11235 0.80257 0.64251 -0.135
C 1.26541 1.99098 1.24995 -0.183
C 0.02165 2.60031 1.73585 -0.380
O -0.18493 3.59945 2.30801 0.270
O -1.06607 1.68190 1.41922 -0.291
H 1.77081 4.43127 2.45463 0.101
H 4.29564 1.26394 0.32773 0.174
H 2.46997 -0.39681 -0.30974 0.174
C -2.34186 0.34703 4.07706 -0.117
C -2.07404 -1.02504 3.48197 -0.352
As -0.43524 -1.24036 2.43696 1.265
C -0.21046 -3.14330 2.17638 -0.361
C 1.02777 -3.52093 1.37371 -0.125
C 1.04469 -0.58280 3.49827 -0.373
C 1.08415 -1.27754 4.86176 -0.105
H -3.19221 0.26294 4.75444 0.106
H -2.59964 1.09365 3.32958 0.064
H -1.49997 0.71329 4.66600 0.082
H -2.89584 -1.39491 2.86742 0.074
H -1.90001 -1.77211 4.26485 0.096
H -1.13818 -3.51971 1.74224 0.075
H -0.15117 -3.53477 3.19587 0.094
H 1.03676 -3.06193 0.38280 0.043
H 1.06150 -4.60097 1.23605 0.100
H 1.94517 -3.23626 1.89012 0.082
H 0.91441 0.49471 3.60514 0.071
H 1.95844 -0.75736 2.92790 0.074
H 0.17614 -1.10830 5.43974 0.080
H 1.91442 -0.86485 5.43461 0.104
H 1.25427 -2.35031 4.77493 0.083